The following is a DFT calculation (wB97M-V/def2-TZVPD) of a structure of composition C31H37BrFeIN8O5P.

Results
Orbital gap (alpha / beta) (eV): 8.370 / 5.193
⟨S²⟩: 1.11
Largest force on an atom (hartree/bohr): 0.01738
Relative energy (zero: lowest compared OMol25 entry of this formula, charge and spin) (eV): 0.295
Total charge: +1
Multiplicity: 2

CARTESIAN COORDINATES (ANGSTROEM)
Fe -0.01058 0.15738 -0.23969
O -4.53429 5.29564 -0.81860
C -4.72122 4.22652 -1.36328
O -5.53756 3.64969 -2.05740
C -3.46835 3.22872 -1.06816
C -2.35647 3.73296 -0.42175
C -1.31106 2.86039 -0.17799
N -1.35712 1.57630 -0.53146
C -2.44825 1.10481 -1.14122
C -3.54040 1.90676 -1.44285
C -2.42356 -0.39311 -1.42285
O -3.43480 -0.98822 -1.74254
O -1.25214 -0.88006 -1.26072
H -2.30782 4.76847 -0.12630
H -0.41128 3.19215 0.31418
H -4.39930 1.48635 -1.94287
N 3.03617 -2.19536 1.04608
C 2.48670 -3.20801 0.28742
C 1.41371 -2.66129 -0.34941
N 1.30482 -1.34209 0.00449
C 2.28510 -1.09077 0.83703
C 2.38586 0.24834 1.36789
N 1.49407 1.12980 0.98000
C 1.81518 2.29792 1.62708
C 2.91281 2.10340 2.40943
N 3.27083 0.78706 2.23692
H 3.85019 -2.28236 1.62939
H 2.90224 -4.19934 0.27014
H 0.72302 -3.11653 -1.03821
H 1.25549 3.20526 1.49207
H 3.46114 2.76720 3.05319
H 4.05762 0.33744 2.67205
O -0.88048 -0.19417 1.53771
P -1.64529 -0.76501 2.69522
N -0.81052 -0.51807 4.11678
C -0.70919 0.89349 4.53395
C 0.26544 0.83882 5.69746
C 1.28911 -0.19838 5.23442
C 0.48525 -1.18222 4.36776
N -3.07027 -0.00489 2.89645
C -3.98879 -0.35058 3.99758
C -4.85263 0.89821 4.14320
C -4.91235 1.44090 2.71590
C -3.49468 1.21530 2.19756
N -2.00052 -2.37751 2.64294
C -3.10764 -2.80462 1.73553
C -2.43160 -3.70619 0.71696
C -1.43331 -4.45702 1.59177
C -0.90520 -3.37481 2.53681
H -1.69189 1.26999 4.81789
H -0.31292 1.52855 3.72803
H -0.24603 0.50022 6.59907
H 0.71568 1.80973 5.89959
H 1.77598 -0.70429 6.06640
H 2.06138 0.29075 4.63626
H 0.31447 -2.12652 4.88478
H 1.01489 -1.39975 3.43449
H -3.43165 -0.60142 4.90083
H -4.59620 -1.21735 3.72248
H -4.36748 1.62318 4.80065
H -5.83418 0.66783 4.55287
H -5.19995 2.49035 2.66831
H -5.62377 0.86150 2.12409
H -2.84435 2.06009 2.45382
H -3.46639 1.07286 1.11782
H -3.60787 -1.94846 1.28606
H -3.83935 -3.36698 2.32178
H -1.92081 -3.09396 -0.02463
H -3.13680 -4.35945 0.20600
H -0.62793 -4.93077 1.03161
H -1.94790 -5.23055 2.16537
H -0.00900 -2.91097 2.12338
H -0.66216 -3.78074 3.51941
Br 2.29618 2.34097 -5.58184
C 3.32128 1.20392 -4.48438
C 4.56672 0.79614 -4.94793
C 5.36196 -0.03365 -4.17712
C 4.92337 -0.46332 -2.93384
C 3.68322 -0.06238 -2.46388
C 2.88473 0.76814 -3.23885
I 1.02498 1.32842 -2.48858
H 4.90350 1.13560 -5.91750
H 6.32667 -0.34583 -4.55335
H 5.54434 -1.11164 -2.32990
H 3.32665 -0.39780 -1.49861

The following is a DFT calculation (wB97M-V/def2-TZVPD) of the ion C4H5N2 with charge +1.

Results
Orbital gap (alpha / beta) (eV): 7.739 / 7.662
Largest force on an atom (hartree/bohr): 0.08680
Relative energy (zero: lowest compared OMol25 entry of this formula, charge and spin) (eV): 4.183
Total charge: +1
Multiplicity: 1

CARTESIAN COORDINATES (ANGSTROEM)
C 2.59778 0.08035 -0.41255
C 2.10099 -1.02404 0.15436
C 0.82984 -0.72278 0.69530
C -0.81749 0.82585 -0.31524
N 2.50311 1.19770 -0.67836
N 0.35246 0.49343 0.27922
H 2.59976 -2.00472 0.10546
H 0.19329 -1.49597 1.10836
H -0.50581 1.40691 -1.16992
H -1.42370 -0.01184 -0.65913
H -1.37212 1.61800 0.13274

The following is a DFT calculation (wB97M-V/def2-TZVPD) of an isolated molecule of C5H5F3IN2P.

Results
Orbital gap (alpha / beta) (eV): 8.141 / 8.123
Largest force on an atom (hartree/bohr): 0.07131
Relative energy (zero: lowest compared OMol25 entry of this formula, charge and spin) (eV): 1.646
Total charge: 0
Multiplicity: 1

CARTESIAN COORDINATES (ANGSTROEM)
C 0.55598 -0.63943 0.68350
C 1.22166 0.45276 -0.08660
C -0.55853 -1.11649 0.22064
C 2.50078 1.04819 0.36693
C -1.66337 -2.04981 0.38251
N 0.61612 0.83563 -1.13024
N -0.46922 0.35075 -1.55910
F -1.53265 -2.83790 1.47728
F -2.84218 -1.41409 0.51225
F -1.78559 -2.88768 -0.65892
P -2.00560 0.99884 -1.38271
I -1.78230 2.56158 0.48051
H 1.09500 -0.91611 1.57958
H 2.66342 1.99315 -0.14201
H 2.47098 1.21488 1.44167
H 3.33690 0.38470 0.15094
H -1.82141 2.02106 -2.33625

The following is a DFT calculation (wB97M-V/def2-TZVPD) of a structure of composition C6H11NO.

Results
Orbital gap (eV): 11.334
Largest force on an atom (hartree/bohr): 0.03721
Relative energy (zero: lowest compared OMol25 entry of this formula, charge and spin) (eV): 2.864
Total charge: 0
Multiplicity: 1

CARTESIAN COORDINATES (ANGSTROEM)
C -0.71265 0.04983 0.48928
C 1.50691 -0.15088 -0.81501
C 0.68140 -0.61208 0.36974
C -0.60646 1.55929 0.69210
C -1.60410 -0.28092 -0.71157
O -1.32043 -0.44033 1.68892
C 3.43639 -0.69566 -0.38079
N 2.76794 -1.21158 -1.19828
H -1.43654 -1.39617 1.61484
H 1.01695 -0.32970 -1.76961
H 1.76793 0.90711 -0.79969
H 0.54650 -1.69529 0.30719
H 1.22564 -0.41025 1.29202
H -1.23151 0.18114 -1.62847
H -1.59975 1.97148 0.86653
H -0.18027 2.04944 -0.18256
H 0.01130 1.77706 1.56256
H -1.65499 -1.36233 -0.87105
H -2.61427 0.08982 -0.52615

The following is a DFT calculation (wB97M-V/def2-TZVPD) of a cluster of 7 separate species, C4H24N2O8 in total.

Results
Orbital gap (eV): 10.994
Largest force on an atom (hartree/bohr): 0.08955
Total charge: +2
Multiplicity: 1

CARTESIAN COORDINATES (ANGSTROEM)
O 3.16600 -0.58924 -1.11090
C 1.98700 -0.73946 -1.41057
O 1.60279 -1.23564 -2.58638
C 0.72905 -0.23264 -0.55734
C 0.12741 -1.14196 0.38063
C -0.63491 -2.34054 -0.31689
N -2.12851 -2.06532 0.15008
N 1.29630 0.98345 0.20075
H 2.24035 -1.34447 -3.38405
H -0.09839 0.30814 -1.10224
H -0.64187 -0.48135 0.97211
H 0.64219 -1.44801 1.23576
H -0.03643 -3.33372 0.12287
H -0.57112 -2.50797 -1.50789
H -2.57567 -2.80506 0.58928
H -2.30932 -1.33314 0.76034
H -2.92946 -1.91545 -0.50573
H 1.91645 1.62683 -0.38691
H 0.40883 1.48258 0.45338
H 1.93802 0.63477 0.95885
H 1.53163 2.88667 2.60507
H 0.21308 2.23116 3.13116
O 0.81686 2.28084 2.35900
H -1.37025 -0.91752 -2.40112
H -2.88559 -1.60902 -2.57027
O -2.20169 -1.27444 -1.98479
H -3.27534 0.67814 2.21938
H -2.56190 -0.58976 2.83644
O -2.76110 -0.05879 1.91489
H 2.47674 1.04859 3.21752
H 2.96515 -0.61196 2.99305
O 2.52941 0.24073 2.58736
H 1.60085 1.84131 -3.06926
H 0.19928 2.38830 -2.45362
O 1.06738 1.84311 -2.30301
H -1.61913 2.52137 -0.71959
H -0.18328 3.17366 -0.67398
O -0.67077 2.40579 -0.64339

The following is a DFT calculation (wB97M-V/def2-TZVPD) of a cluster of 16 separate species, C60H92F24N8O22 in total.

Results
Orbital gap (eV): 8.504
Largest force on an atom (hartree/bohr): 0.11431
Total charge: 0
Multiplicity: 1

CARTESIAN COORDINATES (ANGSTROEM)
C 7.61929 -0.10781 2.07194
O 8.72403 -0.49368 2.37268
N 6.49531 -0.72556 2.52489
C 5.14230 -0.31492 2.13502
C 6.48691 -1.92257 3.40353
H 7.38764 0.62975 1.28802
H 5.10318 0.60955 1.55890
H 4.56724 -0.16051 3.04803
H 4.61355 -1.02843 1.50302
H 7.31160 -1.94171 4.11600
H 5.55192 -2.03933 3.95149
H 6.40856 -2.72791 2.67319
C 2.44252 -5.93944 -3.71773
O 2.97767 -6.92428 -4.25791
N 1.24849 -5.37806 -4.04998
C 0.72442 -4.28891 -3.27766
C 0.47818 -5.87979 -5.23471
H 2.92263 -5.37183 -2.90563
H 1.16675 -4.31706 -2.28184
H -0.35175 -4.33020 -3.10955
H 0.83289 -3.32389 -3.77270
H 1.05789 -6.50455 -5.91421
H -0.39354 -6.41885 -4.86374
H 0.17366 -5.02305 -5.83584
C 1.65957 -0.28220 -0.14446
O 2.14422 -0.93240 0.78725
N 0.46247 0.31392 -0.04880
C 0.13862 1.27485 -1.07266
C -0.35125 0.20103 1.13130
H 2.23205 0.02767 -1.03240
H 0.86878 1.30891 -1.88124
H 0.20280 2.30545 -0.72359
H -0.86519 0.99384 -1.39124
H -1.34826 -0.03669 0.76041
H -0.00915 -0.65399 1.71441
H -0.35416 1.12148 1.71512
C -2.57517 4.61485 -5.02623
O -1.91824 3.97856 -5.85441
N -1.92555 5.25821 -4.01761
C -0.51352 5.17748 -3.75461
C -2.68760 5.96379 -2.99964
H -3.66005 4.80173 -5.00905
H -0.40930 4.91479 -2.70189
H 0.04039 6.09635 -3.94685
H -0.09915 4.40063 -4.39718
H -2.62192 5.30599 -2.13298
H -2.12264 6.89354 -2.93279
H -3.68390 6.21732 -3.36186
C 4.70761 3.40117 -7.11143
O 5.44947 3.47767 -8.08438
N 3.54920 3.99412 -7.00119
C 2.77345 3.89350 -5.80814
C 2.89970 4.81246 -8.01131
H 4.97681 2.82522 -6.21253
H 2.50619 4.92866 -5.59572
H 3.25642 3.45953 -4.93263
H 1.85307 3.36959 -6.06604
H 2.66286 5.80603 -7.63076
H 3.56393 4.99504 -8.85604
H 2.02810 4.33421 -8.45817
C -5.85330 4.20577 -2.23496
O -5.53904 4.56993 -3.37223
N -5.78486 2.93088 -1.89356
C -5.85401 2.52281 -0.47359
C -5.26664 1.86265 -2.79411
H -6.14837 4.86362 -1.40288
H -6.67976 1.84688 -0.25143
H -6.06487 3.41144 0.12137
H -4.89471 2.24533 -0.03673
H -5.80906 0.91846 -2.74530
H -5.30013 2.11230 -3.85461
H -4.22676 1.63008 -2.56463
C -2.83621 -1.84126 2.79809
C -4.14488 -2.40852 3.21951
O -4.66243 -3.36265 2.34290
C -5.49010 -3.06054 1.31983
O -5.85134 -1.89014 1.09586
C -6.13327 -4.24484 0.66145
F -6.23391 -4.12475 -0.68833
F -5.51446 -5.35941 0.94856
F -7.37492 -4.31623 1.18866
H -2.80050 -1.41000 1.79767
H -2.01443 -2.55002 2.90026
H -2.53597 -1.08941 3.52794
H -4.80331 -1.54031 3.24777
H -4.18083 -2.68190 4.27406
C 2.38181 6.63778 2.06627
C 2.83987 5.40581 1.35289
O 3.00124 4.30150 2.25613
C 2.06705 3.53645 2.71402
O 0.88037 3.78758 2.66008
C 2.55598 2.33464 3.64469
F 3.81745 2.03448 3.20914
F 2.55920 2.63798 4.89357
F 1.79641 1.25954 3.54088
H 2.97416 6.71086 2.97835
H 1.39325 6.45015 2.48537
H 2.34418 7.54652 1.46555
H 3.85847 5.49067 0.97428
H 2.13422 5.14891 0.56284
C -1.69294 -7.01822 -1.25739
C -2.54623 -6.19100 -0.27425
O -2.22930 -4.84026 -0.45364
C -2.81490 -4.07986 -1.39324
O -3.63223 -4.41863 -2.20098
C -2.34420 -2.58467 -1.33773
F -3.42758 -1.83070 -1.16040
F -1.48297 -2.36140 -0.33045
F -1.80237 -2.32176 -2.49847
H -1.70140 -6.60125 -2.26444
H -2.18604 -7.98565 -1.35243
H -0.62229 -7.11665 -1.07812
H -2.36574 -6.48120 0.76079
H -3.60247 -6.41045 -0.43013
C -0.72688 0.96641 6.16678
C -1.36683 1.53487 7.36468
O -1.06917 0.59014 8.36142
C -1.61063 0.70638 9.64622
O -2.51101 1.56107 9.95447
C -1.21090 -0.40013 10.65061
F -0.69423 0.13150 11.74271
F -2.32610 -1.03134 10.96914
F -0.27389 -1.23789 10.12841
H 0.36037 1.03961 6.14189
H -1.12217 1.53045 5.32197
H -0.97452 -0.09450 6.13137
H -2.42955 1.50868 7.12380
H -1.07182 2.53352 7.68683
C -1.68502 -3.02702 -7.19428
C -1.19760 -2.44689 -5.88230
O -0.71046 -1.18647 -6.30504
C 0.08581 -0.48230 -5.43515
O 0.54393 -0.92903 -4.36133
C 0.33966 0.94848 -5.86254
F 1.50690 1.02382 -6.53383
F -0.68476 1.28642 -6.70523
F 0.39848 1.79826 -4.82152
H -0.78037 -2.85549 -7.77762
H -2.58160 -2.58312 -7.62693
H -1.75122 -4.11486 -7.17628
H -0.37068 -3.03993 -5.49166
H -1.98490 -2.33661 -5.13658
C 1.14061 -4.47718 0.89900
C 1.17923 -5.42091 2.06567
O -0.18142 -5.54949 2.49206
C -0.41342 -5.62978 3.84335
O 0.47260 -5.82453 4.70760
C -1.96739 -5.56873 4.23122
F -2.12841 -4.48175 5.05814
F -2.70574 -5.37637 3.16136
F -2.37138 -6.65759 4.88614
H 2.16033 -4.28057 0.56793
H 0.72262 -3.53234 1.24637
H 0.54856 -4.79056 0.03914
H 1.92050 -5.02571 2.76025
H 1.52617 -6.40710 1.75717
C -8.18424 3.73492 2.57713
C -7.24131 3.93762 3.72379
O -5.91174 3.74689 3.46645
C -5.45073 2.44402 3.29229
O -6.21846 1.48487 3.14660
C -3.96486 2.43420 3.16714
F -3.41223 3.44448 3.81944
F -3.47788 1.31209 3.57733
F -3.74498 2.54330 1.89910
H -8.27513 2.68497 2.29886
H -8.02049 4.23957 1.62496
H -9.19697 3.93119 2.92918
H -7.60584 3.29450 4.52480
H -7.28677 4.95762 4.10542
C 4.34643 0.28293 -3.99150
C 5.47325 0.07611 -3.00449
O 5.44627 -1.27684 -2.60125
C 5.73253 -1.62012 -1.32793
O 6.31362 -0.87226 -0.52548
C 5.21264 -3.07949 -1.06815
F 4.00193 -3.21765 -1.72277
F 6.16446 -3.99677 -1.49586
F 4.94619 -3.17964 0.20596
H 4.15836 1.29725 -4.34348
H 3.35619 0.09362 -3.57715
H 4.48757 -0.38750 -4.83927
H 5.43599 0.66752 -2.08964
H 6.42947 0.23855 -3.50182
N 3.39971 2.42265 -1.45922
C 2.87331 3.37492 -2.25112
C 3.42757 4.66345 -2.30664
C 4.57885 5.01639 -1.60204
C 5.20613 3.93106 -0.93731
C 4.60778 2.67487 -0.81582
H 2.00831 3.12971 -2.84948
H 3.01070 5.37318 -3.00585
H 4.93290 6.03064 -1.71312
H 6.15117 4.09165 -0.43980
H 4.99818 1.87256 -0.20730
N 1.59533 -2.22096 7.12831
C 2.58338 -1.63453 6.36733
C 2.42862 -1.36235 5.04148
C 1.30823 -1.68291 4.34107
C 0.25257 -2.28047 5.05578
C 0.46835 -2.50760 6.44367
H 3.58534 -1.51649 6.75272
H 3.20088 -0.84406 4.49249
H 1.10430 -1.54061 3.29009
H -0.66983 -2.48414 4.53224
H -0.24474 -3.01542 7.07614

The following is a DFT calculation (wB97M-V/def2-TZVPD) of a structure of composition C16H13N2O4Pt.

Results
Orbital gap (eV): 5.710
Largest force on an atom (hartree/bohr): 0.00862
Relative energy (zero: lowest compared OMol25 entry of this formula, charge and spin) (eV): 0.036
Total charge: +1
Multiplicity: 1

CARTESIAN COORDINATES (ANGSTROEM)
Pt -0.89573 -0.85416 -1.40799
O 3.52467 -0.23782 -2.37263
C 3.84832 0.02734 -1.08981
C 5.17007 0.40568 -0.85523
C 5.59952 0.68501 0.42214
C 4.72367 0.59632 1.50716
C 3.41812 0.23670 1.28626
C 2.95036 -0.04912 -0.00987
C 1.53943 -0.37715 -0.18614
O 1.10013 -0.61576 -1.41496
N 0.73230 -0.39650 0.83712
N -0.56640 -0.63049 0.46790
C -1.54385 -0.60160 1.32251
C -2.92998 -0.79711 1.06743
C -3.81148 -0.59206 2.15220
C -5.16356 -0.74508 2.00031
C -5.67589 -1.11732 0.75248
C -4.84754 -1.33906 -0.32581
C -3.46845 -1.18549 -0.18854
O -2.70618 -1.47029 -1.24328
H 2.61614 -0.56772 -2.41031
H 5.83945 0.45993 -1.70264
H 6.63013 0.97211 0.58368
H 5.06885 0.80957 2.50858
H 2.72353 0.16552 2.11133
H -1.21853 -0.39672 2.33788
H -3.39904 -0.30587 3.11149
H -5.82938 -0.58104 2.83504
H -6.74429 -1.23530 0.62845
H -5.23893 -1.63630 -1.28833
C 0.19409 2.04890 -1.80234
C -0.99473 1.16717 -1.97969
O -2.05777 1.37813 -2.40965
H -0.05763 3.01179 -2.24140
H 1.07293 1.61044 -2.26846
H 0.39763 2.15737 -0.73488

The following is a DFT calculation (wB97M-V/def2-TZVPD) of a cluster of 2 separate species, CClF2NO in total.

Results
Orbital gap (eV): 8.536
Largest force on an atom (hartree/bohr): 0.06487
Relative energy (zero: lowest compared OMol25 entry of this formula, charge and spin) (eV): 0.978
Total charge: 0
Multiplicity: 1

CARTESIAN COORDINATES (ANGSTROEM)
C -0.36779 -0.43605 -0.09870
N 1.49488 0.39539 0.05147
O 1.35067 1.47626 0.31148
F -0.60668 -1.10276 1.02152
F -0.57749 -1.26298 -1.10647
Cl -1.29360 0.93013 -0.17930

The following is a DFT calculation (wB97M-V/def2-TZVPD) of an isolated molecule of C6H13Cl3Si.

Results
Orbital gap (eV): 11.118
SMILES: CCC[Si](Cl)(Cl)CCCCl
Largest force on an atom (hartree/bohr): 0.04145
Relative energy (zero: lowest compared OMol25 entry of this formula, charge and spin) (eV): 1.020
Total charge: 0
Multiplicity: 1

CARTESIAN COORDINATES (ANGSTROEM)
Cl 3.82595 1.30903 -0.45444
Cl 0.59183 -2.07844 -0.31365
Cl -2.27503 -1.34043 -1.69716
C -1.55888 -1.59875 2.41034
C 2.43949 0.52930 -1.18107
C -0.83878 -0.29876 2.14362
C 1.36333 1.44917 -1.61473
C -1.15735 0.34508 0.76802
C 0.11219 0.67959 -2.11652
Si -0.64083 -0.47651 -0.82409
H -1.23763 -2.09177 3.32475
H -1.46035 -2.31793 1.59026
H -2.64241 -1.38558 2.47265
H 2.78813 -0.16592 -1.97554
H 2.02455 -0.15073 -0.41697
H -1.06097 0.37506 2.97896
H 0.25363 -0.42297 2.19276
H 1.73328 2.11248 -2.40226
H 1.10724 2.16947 -0.85036
H -2.25462 0.45375 0.64871
H -0.76252 1.36335 0.78073
H -0.66379 1.39553 -2.42415
H 0.31353 0.14597 -3.03986